# 1
Below is a cluster of 3 separate species, C4H14N4 in total, with properties calculated with ωB97M-V/def2-TZVPD.

- LUMO level: 0.84 eV
- HOMO: -8.8901 eV
- SMILES string: [H]/N=C(\N)CN.C=N.C
- Frontier orbital gap: 9.73 eV
- Charge: 0

Element x y z (Å)
H  2.76752  1.92512  -1.08055
N  2.76647  1.06408  -0.53801
C  1.63896  0.73747  -0.06349
N  0.45435  1.38805  -0.24722
C  1.54814  -0.54169  0.74702
N  2.82011  -1.18717  1.00182
H  0.48454  2.31151  -0.65767
H  -0.33480  1.18422  0.34896
H  0.90680  -1.24610  0.20635
H  1.07062  -0.31718  1.70707
H  3.42598  -0.53503  1.49111
H  3.27322  -1.36391  0.10995
C  -2.33755  -0.35630  1.35057
N  -1.96578  0.83980  1.31818
H  -3.33706  -0.71098  1.62205
H  -1.61228  -1.11975  1.09571
H  -2.66599  1.52948  1.54606
C  -1.78031  -0.71971  -1.98890
H  -0.90257  -0.14377  -1.71796
H  -1.81562  -0.83256  -3.06644
H  -1.73115  -1.70086  -1.52924
H  -2.67361  -0.20474  -1.65538

Atomic forces in eV per Å
-0.2 0.0 0.1
0.8 0.1 -0.2
-0.2 0.1 -0.1
0.2 0.3 -0.3
0.2 -0.1 0.1
-0.1 -0.2 0.1
0.0 -0.2 0.1
-0.2 0.1 0.2
-0.1 0.1 0.1
-0.1 0.0 -0.1
0.0 -0.1 -0.1
0.0 0.1 0.1
-0.4 -0.4 0.2
0.5 0.4 -0.2
0.0 0.2 0.0
0.1 -0.2 0.0
-0.5 0.0 0.2
0.0 0.0 -0.1
0.1 0.1 0.1
0.0 -0.1 -0.2
0.0 -0.2 0.1
-0.1 0.1 0.1

# 2
Below is a cluster of 2 separate species, C4H5ClN2O in total in a non-equilibrium geometry, with properties calculated with ωB97M-V/def2-TZVPD.

- LUMO level: -0.13 eV
- HOMO: -9.2182 eV
- SMILES string: [O-][n+]1ccccn1.Cl
- Frontier orbital gap: 9.08 eV
- Charge: 0

Element x y z (Å)
O  -0.38868  -2.08452  0.94377
N  -0.24831  -0.96449  0.26575
C  -1.10463  -0.63699  -0.71057
C  -0.93687  0.40727  -1.55131
C  0.14006  1.33583  -1.21404
C  0.90998  0.99796  -0.21457
N  0.73791  -0.18196  0.55498
H  -1.98605  -1.25321  -0.77006
H  -1.77327  0.60705  -2.20939
H  0.16908  2.24448  -1.81634
H  1.67176  1.61176  0.11162
Cl  1.88639  -0.72276  2.93916
H  0.92262  -1.36042  3.67099

Atomic forces in eV per Å
0.0 2.5 -1.5
1.3 -1.8 2.1
-1.9 -0.6 -1.3
0.9 1.4 1.7
-3.7 -0.4 -3.8
-0.4 -3.5 2.7
0.6 1.9 -1.8
0.1 -0.4 0.0
0.5 0.2 -0.4
0.5 -0.2 0.4
1.6 0.9 0.9
-1.1 -1.2 2.3
1.6 1.0 -1.2

# 3
Below is a structure of composition H14NaO11S in a non-equilibrium geometry, with properties calculated with ωB97M-V/def2-TZVPD.

- LUMO level: 1.76 eV
- HOMO: -4.5016 eV
- Frontier orbital gap: 6.26 eV
- Charge: -1

Element x y z (Å)
Na  -0.09950  0.24081  -0.47840
S  -0.62201  -0.63344  2.46507
O  0.14259  0.50472  1.80282
O  -1.40383  -0.09867  3.57851
O  -1.52653  -1.20221  1.39929
O  0.33715  -1.67775  2.85587
O  -0.07310  -3.21132  0.06936
H  -0.51754  -2.60403  0.70630
H  -0.78630  -3.74308  -0.29183
O  2.36298  -0.60753  -1.02002
H  2.63602  -0.18028  -0.17973
H  3.17018  -0.67833  -1.53281
O  2.59423  0.83919  1.24243
H  2.91618  1.57487  1.76431
H  1.66395  0.63429  1.60123
O  0.97554  2.50323  -0.74026
H  1.91082  2.55244  -0.95490
H  0.56480  3.29941  -1.08648
O  -2.01028  1.89484  0.04751
H  -2.92534  1.99242  -0.22287
H  -2.01895  1.76521  1.00498
O  -2.66044  -0.86877  -0.94519
H  -2.37516  -1.02324  -0.00449
H  -2.75710  -1.74004  -1.33557
O  -0.09630  0.29686  -3.00003
H  0.66629  0.75503  -3.36247
H  -0.06833  -0.58463  -3.38261

Atomic forces in eV per Å
-0.3 0.0 0.1
0.7 -0.5 0.8
-0.3 0.0 -0.3
0.0 0.0 -0.4
0.0 0.1 -0.2
-0.4 0.5 -0.1
-0.1 0.1 -0.1
0.1 -0.1 0.0
-0.1 0.0 0.1
0.0 0.2 -0.1
0.0 0.0 0.0
0.0 -0.1 0.0
0.1 -0.1 0.1
0.0 0.0 0.0
0.0 0.1 0.0
-0.1 -0.1 -0.2
0.1 -0.1 0.1
-0.1 0.0 0.0
0.2 0.4 0.0
-0.1 -0.3 0.0
0.2 -0.2 0.0
0.0 0.0 -0.1
0.0 0.1 -0.1
0.0 -0.1 0.1
-0.2 0.1 -0.1
0.1 0.0 0.1
0.0 -0.1 0.1

# 4
Below is the molecule C3HBrFNS in a non-equilibrium geometry, with properties calculated with ωB97M-V/def2-TZVPD.

- LUMO level (alpha / beta): -1.77 / -1.92 eV
- HOMO (alpha / beta): -8.9122 / -9.1965 eV
- Frontier orbital gap (alpha / beta): 7.14 / 7.28 eV
- Charge: 0

Element x y z (Å)
C  0.52316  0.26549  0.06865
C  -0.45337  1.17888  0.51815
C  0.04956  -2.08491  -0.43128
N  0.25224  -0.89908  -0.40970
F  -0.23388  -2.86776  -1.42165
S  -2.04625  0.92828  0.71948
Br  0.34536  2.91593  0.90261
H  1.56317  0.56317  0.05374

Atomic forces in eV per Å
1.0 0.3 -0.4
-1.0 0.7 0.3
-0.1 -1.0 0.9
-0.2 0.3 -0.1
-0.1 0.2 -0.6
0.6 -0.1 -0.1
-0.1 -0.5 0.0
0.0 0.0 0.0

# 5
Below is a structure of composition C23H40Cl3ErN4O3Si in a non-equilibrium geometry, with properties calculated with ωB97M-V/def2-TZVPD.

- 2S+1: 4
- LUMO level (alpha / beta): 0.45 / 0.45 eV
- HOMO (alpha / beta): -8.1012 / -8.1035 eV
- Frontier orbital gap (alpha / beta): 8.55 / 8.55 eV
- Charge: 0

Element x y z (Å)
C  -1.61457  -2.09649  -2.99219
C  -1.12385  -2.89501  -1.83031
H  -1.66954  -2.69438  -3.90423
H  -0.98484  -1.21310  -3.18344
H  -2.61595  -1.70818  -2.76779
C  -0.53438  -4.09418  -1.93156
C  -0.34936  -4.82694  -3.21175
H  -0.20065  -4.63085  -1.04675
H  -0.30897  -4.13930  -4.06430
H  -1.15850  -5.55102  -3.38009
H  0.58524  -5.39720  -3.17330
Er  0.17561  0.87983  0.30398
Cl  -2.34690  1.40063  0.52081
Cl  2.09515  2.29435  -0.62718
H  0.75557  5.19754  4.43462
H  -1.35155  6.19221  3.59944
C  1.01661  4.83931  3.43253
C  -1.06987  5.87759  2.58478
N  -0.19854  4.71152  2.64638
H  1.51530  3.87344  3.49142
C  -0.48110  3.60105  1.95970
O  0.24004  2.57068  1.94318
H  -1.96984  5.61617  2.02049
H  -1.41515  3.64275  1.39213
H  1.68737  5.57755  2.97555
H  -0.56483  6.72080  2.08876
H  1.25516  -1.42514  -2.20962
H  2.53862  -3.95157  -1.11719
C  2.29988  -1.13802  -2.00799
C  3.34411  -3.20224  -1.06763
N  2.80328  -1.87079  -0.84706
H  2.34790  -0.05243  -1.83653
C  2.77856  -1.35732  0.38803
O  2.06389  -0.40437  0.74334
H  4.00909  -3.45755  -0.23456
H  3.45338  -1.85999  1.10146
H  2.92021  -1.40855  -2.87732
H  3.90190  -3.21939  -2.01028
O  -0.46855  -1.00299  -0.60015
C  -1.24478  -2.13450  -0.51477
C  0.26430  -3.51133  0.99934
C  -0.99923  -3.00127  0.73002
H  1.09787  -3.17880  0.36566
C  0.43902  -4.44678  2.02993
H  -2.30508  -1.82714  -0.43067
C  -2.09093  -3.38581  1.51045
H  1.43713  -4.80921  2.27344
C  -0.65940  -4.85620  2.79209
C  -1.92369  -4.31515  2.53607
H  -3.05477  -2.91234  1.32681
H  -0.53340  -5.59646  3.58576
H  -2.77491  -4.60003  3.14614
Si  -0.50033  3.73786  -3.03716
Cl  -0.49511  1.56799  -2.61429
C  1.24198  4.37227  -2.99910
C  -1.61305  4.49567  -1.74007
C  -1.08203  4.18840  -4.76125
H  1.88797  3.74994  -2.37315
H  1.24911  5.38044  -2.57436
H  1.67366  4.41317  -4.00532
H  -0.33444  3.88035  -5.50511
H  -1.17555  5.28661  -4.82903
H  -2.05659  3.75646  -5.02317
H  -1.50177  3.93006  -0.80555
H  -2.68336  4.48275  -2.01164
H  -1.32023  5.54324  -1.55364
N  0.70600  -1.26454  3.15645
C  0.27215  -1.80350  4.31316
C  -0.91021  -1.13360  4.63155
C  -1.11355  -0.20063  3.58944
N  -0.12946  -0.30698  2.66376
H  1.54989  -1.50275  2.65796
H  0.77807  -2.61234  4.81285
H  -1.52466  -1.29227  5.48249
H  -1.93061  0.50797  3.46952

Atomic forces in eV per Å
-0.2 0.2 -0.4
0.7 -0.4 0.6
-0.1 0.2 0.1
-0.1 -0.3 0.1
0.1 0.0 -0.1
-0.5 0.4 0.1
0.2 -0.2 -0.4
-0.2 0.2 0.0
0.0 -0.3 0.1
0.1 0.1 0.0
-0.1 0.0 -0.2
-0.8 -1.6 0.1
-0.2 0.2 0.0
0.3 0.1 0.2
0.1 -0.1 -0.1
0.0 -0.1 -0.3
0.0 0.2 0.1
0.0 0.0 -0.1
0.0 -0.2 -0.1
-0.1 0.1 0.0
0.9 -0.7 0.2
-0.8 1.5 0.1
0.1 0.1 0.1
0.0 -0.1 0.0
-0.1 -0.2 0.0
-0.1 -0.3 0.1
0.3 0.2 0.1
0.2 0.2 -0.1
-0.6 -0.1 -0.3
0.1 0.0 0.1
0.5 0.3 0.3
0.0 -0.4 0.0
-0.7 0.3 -0.6
1.0 -0.7 0.2
-0.1 -0.1 -0.2
-0.2 0.0 0.0
-0.1 0.2 0.4
0.0 0.0 0.3
1.1 1.0 0.6
-0.6 0.1 0.4
0.2 -0.3 0.4
-0.3 0.1 -0.8
-0.5 -0.3 0.4
-0.1 0.5 -0.1
0.0 -0.1 0.0
0.4 0.0 0.2
-0.2 -0.1 -0.1
0.0 0.0 -0.1
0.3 0.1 -0.1
0.1 -0.2 0.0
0.0 0.3 -0.2
0.1 0.0 0.0
0.1 -0.2 -0.1
-0.3 1.2 -0.6
0.4 -0.2 0.2
-0.1 0.0 0.2
-0.4 -0.4 -0.2
-0.2 0.3 -0.2
0.0 0.0 -0.1
-0.2 0.0 0.1
-0.2 0.0 0.1
0.1 -0.3 0.2
0.2 0.1 0.0
-0.1 0.1 -0.2
0.5 -0.1 0.1
0.0 -0.3 -0.1
-0.6 0.3 0.1
-0.9 0.9 -0.2
0.8 0.1 -0.8
0.9 -0.7 -0.5
-0.1 -0.1 1.0
-0.3 0.2 -0.1
0.1 0.1 -0.1
-0.3 -0.1 0.4
0.4 -0.2 -0.2

# 6
Below is the molecule C25H38N4O5S in a non-equilibrium geometry, with properties calculated with ωB97M-V/def2-TZVPD.

- LUMO level: -0.19 eV
- HOMO: -8.0898 eV
- SMILES string: CCCN(CCC)CCCNC(=O)c1cn(CC)c2ccc(S(=O)(=O)N3CCOCC3)cc2c1=O
- Frontier orbital gap: 7.90 eV
- Charge: 0

Element x y z (Å)
C  -2.67044  -3.19389  0.94378
C  -2.48852  -1.72364  0.58828
C  -3.00577  -0.81343  1.70622
N  -2.77829  0.59726  1.41647
C  -1.74021  1.20189  2.22988
C  -0.37091  0.55468  2.01688
C  0.74581  1.41927  2.58832
C  -4.00379  1.37941  1.40168
C  -4.81252  1.14158  0.12171
C  -4.29933  1.99644  -1.04121
N  -2.88867  1.81877  -1.26146
C  -1.99188  2.75588  -0.93208
O  -2.27579  3.88729  -0.56147
C  -0.56018  2.33069  -1.05197
C  0.36782  3.26363  -0.71053
N  1.69996  3.06496  -0.65658
C  2.56035  4.19088  -0.34285
C  3.16991  4.79261  -1.60623
C  2.20574  1.81772  -0.94118
C  3.57502  1.52057  -0.83847
C  4.03715  0.24688  -1.08239
C  3.15216  -0.75486  -1.45664
S  3.73682  -2.42244  -1.74408
O  3.66754  -2.72648  -3.14148
O  4.99757  -2.57737  -1.07144
N  2.51583  -3.26744  -0.97757
C  2.10292  -4.53823  -1.53273
C  0.73462  -4.87530  -0.93604
O  0.79846  -4.92082  0.47218
C  1.22727  -3.69206  1.00742
C  2.60518  -3.30035  0.46382
C  1.81546  -0.48509  -1.59188
C  1.31811  0.79249  -1.32866
C  -0.13801  1.00091  -1.43601
O  -0.88086  0.09352  -1.80435
H  -2.11515  -3.44409  1.84572
H  -3.72131  -3.41721  1.11810
H  -2.31433  -3.83292  0.13964
H  -3.02262  -1.49828  -0.33546
H  -1.43560  -1.51057  0.40542
H  -4.07830  -0.99768  1.83430
H  -2.52145  -1.09424  2.65097
H  -1.99012  1.17281  3.30800
H  -1.66966  2.25233  1.93317
H  -0.33824  -0.42936  2.48718
H  -0.21551  0.41952  0.94703
H  0.62216  1.54338  3.66200
H  1.71591  0.96165  2.40353
H  0.73460  2.40590  2.12921
H  -4.63308  1.15513  2.28133
H  -3.74002  2.43786  1.44902
H  -4.76059  0.08747  -0.14998
H  -5.85867  1.39688  0.29868
H  -4.45374  3.05647  -0.82237
H  -4.84306  1.73961  -1.95694
H  -2.53835  0.88776  -1.46772
H  0.00795  4.24983  -0.44516
H  1.95263  4.94454  0.16212
H  3.34012  3.87259  0.35256
H  3.76529  4.05684  -2.14072
H  3.80562  5.63400  -1.34521
H  2.38296  5.14439  -2.26892
H  4.28467  2.27999  -0.55580
H  5.08215  0.00027  -0.98133
H  2.05488  -4.42489  -2.61496
H  2.82078  -5.33196  -1.27993
H  0.40242  -5.86318  -1.25755
H  0.00458  -4.11590  -1.25213
H  1.26072  -3.82588  2.08973
H  0.50645  -2.90090  0.75325
H  2.89142  -2.30618  0.81014
H  3.36270  -4.02513  0.79365
H  1.12330  -1.25674  -1.88992

Atomic forces in eV per Å
0.1 0.2 -0.1
-0.1 -0.2 0.4
0.2 -0.1 -0.4
0.0 0.1 0.2
0.2 -0.1 -0.1
-0.1 0.3 0.1
-0.1 -0.2 -0.1
-0.2 -0.1 -0.1
0.2 0.3 0.1
-0.3 0.1 0.1
-0.1 -0.1 -0.3
0.2 -0.2 -0.3
-0.1 0.4 0.2
0.0 0.0 0.1
-0.4 -0.1 0.0
-0.3 0.0 0.1
0.4 0.4 -0.2
-0.1 -0.1 0.2
0.0 -0.7 -0.2
0.1 0.0 0.0
0.1 0.1 0.0
0.1 -0.5 0.0
-0.3 0.1 0.2
-0.3 -0.1 -0.1
-0.2 0.2 0.2
0.7 0.5 -0.5
-0.2 -0.4 -0.3
0.2 0.0 -0.3
0.0 -0.2 0.1
0.3 0.3 0.0
-0.2 0.0 0.6
-0.1 0.2 0.0
0.3 -0.1 0.0
0.1 0.2 0.0
0.0 -0.1 0.0
0.0 -0.1 0.1
-0.1 -0.1 0.0
0.0 -0.1 0.0
0.0 0.1 -0.1
0.0 0.1 -0.1
0.0 0.0 0.1
-0.1 0.0 0.0
0.0 0.1 0.0
0.0 0.0 0.1
0.0 -0.1 -0.1
0.0 -0.1 0.0
0.1 0.1 0.1
0.1 0.0 0.0
0.0 0.2 0.0
0.1 0.1 0.0
0.0 0.0 0.0
-0.1 -0.1 0.0
-0.1 -0.1 0.0
-0.1 -0.1 -0.1
0.0 0.1 0.1
0.2 0.2 0.0
0.0 0.0 0.0
0.0 -0.2 0.0
-0.1 0.0 0.0
0.1 0.0 -0.1
0.1 0.1 0.0
-0.1 0.0 -0.1
0.1 0.1 0.0
0.2 0.1 0.1
-0.1 -0.2 0.0
-0.1 0.0 0.0
0.0 0.1 -0.1
0.0 -0.1 0.0
0.0 0.1 -0.1
0.0 0.0 0.1
0.0 0.0 0.2
0.0 0.1 0.0
-0.1 0.0 0.0